This record from OMol25 describes the ion C6H12ClO3S with charge -1. The level of theory is wB97M-V/def2-TZVPD.

Computed properties:
HOMO-LUMO gap = 8.020 eV
LUMO level = 3.261 eV
Net charge = -1

Geometry as XYZ:
```
23
C6H12ClO3S | OMol25 | wB97M-V/def2-TZVPD
C 1.7524 -0.4593 -1.3558
C 0.6662 0.0658 1.2935
C -1.6952 -0.3879 0.6402
C -0.6802 1.7495 -0.1009
C 0.2065 -0.4242 -1.2074
C -0.3450 0.2267 0.1624
O -1.0261 -1.0813 -4.6524
O -0.9771 -2.4466 -2.6542
O -0.4431 0.0064 -2.2276
S -1.4705 -1.1641 -3.2483
Cl 2.3464 1.1037 -1.9327
H 1.9783 -1.2190 -2.1771
H 1.5547 0.6885 1.3764
H 0.9202 -0.9446 1.5534
H 0.2481 0.3829 2.2472
H -2.4727 0.2896 0.1456
H -1.7986 -1.3918 0.3381
H -1.8939 -0.4296 1.7135
H -1.0918 1.7780 -1.1356
H 0.1851 2.2751 -0.2031
H -1.4482 2.0492 0.5226
H 0.0726 -1.4990 -1.1592
H 2.3944 -0.5972 -0.4264
```

Löwdin population analysis, charges in e, atoms 1 to 6: number 1, C, carries -0.5222; number 2, C, carries -0.0998; number 3, C, carries -0.0481; number 4, C, carries -0.0458; number 5, C, carries -0.5931; number 6, C, carries -0.4538


This record from OMol25 describes a cluster of 2 separate species, C4H4O in total. The level of theory is wB97M-V/def2-TZVPD.

Computed properties:
HOMO-LUMO gap = 10.623 eV
LUMO level = 0.802 eV

Geometry as XYZ:
```
9
C4H4O | OMol25 | wB97M-V/def2-TZVPD
C 2.1259 -0.7737 -0.2027
C 2.2643 0.3871 -0.3317
C -1.8838 0.3756 0.1356
C -0.8789 -0.2000 1.0488
O -1.6789 -0.9646 0.3888
H 1.8069 -1.8025 -0.3221
H -2.7107 0.9738 0.3667
H -1.3527 0.6340 -0.7046
H 2.3079 1.3704 -0.3787
```

Löwdin population analysis, charges in e, atoms 1 to 6: number 1, C, carries -0.0119; number 2, C, carries 0.0050; number 3, C, carries -0.2038; number 4, C, carries 0.0537; number 5, O, carries -0.0014; number 6, H, carries 0.0395


This record from OMol25 describes a cluster of 2 separate species, C4H4F2O in total. The level of theory is wB97M-V/def2-TZVPD.

Computed properties:
HOMO-LUMO gap = 8.270 eV
LUMO level = 0.180 eV

Geometry as XYZ:
```
11
C4H4F2O | OMol25 | wB97M-V/def2-TZVPD
C 0.0019 -0.6033 1.2023
C 1.1504 -1.2834 1.4064
C -0.9441 0.3075 -1.9883
C -0.9018 0.3048 1.3472
O 0.0035 -0.3883 -1.4781
F 1.2900 -2.0494 2.4496
F -2.1363 0.1436 0.9373
H 1.9255 -1.5679 0.7369
H -0.4983 1.1669 -2.5218
H -0.8776 1.2629 1.9048
H -0.2506 -0.9792 -0.6946
```

Löwdin population analysis, charges in e, atoms 1 to 6: number 1, C, carries 0.0015; number 2, C, carries -0.1281; number 3, C, carries -0.0301; number 4, C, carries -0.1864; number 5, O, carries -0.0970; number 6, F, carries 0.0671


This record from OMol25 describes a structure of composition C15H47AsF6O8. The level of theory is wB97M-V/def2-TZVPD.

Computed properties:
HOMO-LUMO gap (spin up / spin down) = 4.311 / 9.647 eV
LUMO level (spin up / spin down) = 2.393 / 2.350 eV
Multiplicity = 2
Net charge = -1

Geometry as XYZ:
```
77
C15H47AsF6O8 | OMol25 | wB97M-V/def2-TZVPD
O 2.2239 -1.7929 3.5442
H 2.5480 -2.5180 3.0050
H 2.6887 -1.6722 4.3755
H 2.3031 -1.0223 2.9773
As 0.9171 0.3153 0.1006
F 0.3004 0.6919 -1.5111
F -0.5397 -0.7740 0.4177
F 1.6080 -0.0820 1.7186
F 2.3561 1.3117 -0.1581
F 0.1736 1.7685 0.8340
F 1.8274 -1.0428 -0.6126
C 1.4884 -4.7393 -0.6663
C 0.4263 -4.3148 0.3763
C -1.0099 -4.4419 -0.2062
O 0.3795 -5.2157 1.4705
H 1.4129 -4.4073 -1.7017
H 1.2962 -5.7657 -0.9789
H 2.5034 -4.6497 -0.2791
H 0.6451 -3.3072 0.7297
H -1.1577 -5.4859 -0.4825
H -1.2224 -3.7668 -1.0352
H -1.7916 -4.1779 0.5061
H -0.2578 -4.7814 2.0421
C 2.9076 -0.1357 -3.8486
C 2.0533 -1.3097 -3.7799
C 1.9202 -2.1674 -5.0258
O 2.5418 -2.1265 -2.7606
H 2.6324 0.4564 -4.7214
H 3.9274 -0.5203 -3.8653
H 2.6872 0.3838 -2.9161
H 1.0703 -0.9748 -3.4486
H 2.7640 -2.0568 -5.7069
H 1.1742 -1.8606 -5.7589
H 1.8462 -3.2294 -4.7919
H 2.3733 -1.7143 -1.9101
C -4.3783 -1.9235 3.3007
C -3.3695 -1.8294 2.1951
C -3.7285 -0.5816 1.3977
O -2.1179 -1.6238 2.6544
H -5.2780 -2.4844 3.0474
H -4.6766 -0.9034 3.5428
H -3.8575 -2.2758 4.1911
H -3.3069 -2.7241 1.5756
H -3.5170 0.3023 1.9993
H -4.7436 -0.7204 1.0257
H -3.0901 -0.6176 0.5149
H -1.5992 -1.2441 1.9414
C -3.3632 3.4340 -3.3051
C -3.8421 2.6956 -2.0526
C -2.8677 2.8693 -0.9440
O -5.0770 3.2050 -1.6596
H -2.4767 2.9139 -3.6681
H -2.9557 4.4116 -3.0478
H -4.0916 3.4569 -4.1157
H -3.9841 1.6410 -2.2888
H -1.8643 2.5426 -1.2170
H -3.2903 2.2146 -0.1818
H -2.6408 3.8911 -0.6398
H -4.9252 4.1426 -1.5200
C 2.0751 4.5493 1.3069
O 3.2827 5.3128 1.2711
H 2.2447 3.7088 1.9799
H 1.1786 4.9801 1.7529
H 1.7518 4.1814 0.3331
H 3.9117 5.0774 0.5851
C 5.2085 3.2953 -0.0607
O 5.4575 4.6738 -0.3325
H 4.2572 2.9259 -0.4437
H 5.9476 2.6750 -0.5679
H 5.3346 3.0374 0.9908
H 6.2432 4.8768 0.1804
C -1.3370 1.1433 4.0442
O -1.9780 0.2231 4.7810
H -0.8488 0.6218 3.2210
H -1.9908 1.8492 3.5321
H -0.5734 1.6542 4.6307
H -2.1402 -0.4518 4.1178
```

Löwdin population analysis, charges in e, atoms 1 to 6: number 1, O, carries 0.0349; number 2, H, carries 0.0363; number 3, H, carries 0.0218; number 4, H, carries 0.0344; number 5, As, carries 0.9368; number 6, F, carries -0.2565


This record from OMol25 describes the ion C2H3N2O2 with charge -1. The level of theory is wB97M-V/def2-TZVPD.

Computed properties:
HOMO-LUMO gap = 7.917 eV
SMILES string = C=CN=[N+]([O-])[O-]
LUMO level = 4.146 eV
Net charge = -1

Geometry as XYZ:
```
9
C2H3N2O2 | OMol25 | wB97M-V/def2-TZVPD
C -1.7394 0.1438 -0.3504
C -0.7078 -0.0174 0.4448
N 0.8537 0.8454 0.1390
N 1.8234 0.0560 0.0094
O 3.0490 0.4088 0.0677
O 1.6333 -1.2056 -0.2138
H -2.6493 -0.2269 -0.0821
H -1.6749 0.5786 -1.3642
H -0.5881 -0.5827 1.3497
```

Löwdin population analysis, charges in e, atoms 1 to 6: number 1, C, carries -0.0802; number 2, C, carries -0.0955; number 3, N, carries 0.0443; number 4, N, carries -0.6275; number 5, O, carries -0.1611; number 6, O, carries -0.1814


This record from OMol25 describes an isolated molecule of C9H11FOS. The level of theory is wB97M-V/def2-TZVPD.

Computed properties:
HOMO-LUMO gap = 8.604 eV
SMILES string = Cc1ccc(SCOCF)cc1
LUMO level = 0.601 eV

Geometry as XYZ:
```
23
C9H11FOS | OMol25 | wB97M-V/def2-TZVPD
C 4.1051 -1.0404 0.0311
C 2.7907 -0.3243 -0.0253
C 1.5903 -1.0211 -0.0887
C 0.3732 -0.3623 -0.1333
C 0.3553 1.0220 -0.1111
S -1.0767 2.0246 -0.2195
C -2.8212 0.8264 -0.3324
O -3.3529 -0.1175 0.6424
C -4.6931 -0.7265 0.5737
F -4.8319 -1.4457 -0.5697
C 1.5470 1.7373 -0.0233
C 2.7493 1.0649 0.0129
H 4.0786 -1.9529 -0.5586
H 4.9046 -0.4019 -0.3371
H 4.3368 -1.3101 1.0627
H 1.6023 -2.1026 -0.1098
H -0.5513 -0.9157 -0.1753
H -3.5074 1.6584 -0.4791
H -2.5984 0.3062 -1.2646
H -5.4841 0.0362 0.5930
H -4.7005 -1.4009 1.4305
H 1.5171 2.8158 0.0066
H 3.6673 1.6302 0.0748
```

Löwdin population analysis, charges in e, atoms 1 to 6: number 1, C, carries -0.0562; number 2, C, carries -0.2877; number 3, C, carries -0.0447; number 4, C, carries -0.0881; number 5, C, carries -0.6116; number 6, S, carries 0.8992


This record from OMol25 describes a structure of composition C4H7NO2. The level of theory is wB97M-V/def2-TZVPD.

Computed properties:
HOMO-LUMO gap = 9.178 eV
LUMO level = 0.279 eV

Geometry as XYZ:
```
14
C4H7NO2 | OMol25 | wB97M-V/def2-TZVPD
O 1.7872 1.3238 -0.1742
C 1.4306 0.2244 -0.7005
C -0.3715 -0.1998 0.0956
C -0.7960 -1.5640 0.3659
N -0.0423 -0.7630 1.3604
C -0.9017 0.9800 -0.3710
O -0.4564 2.1285 0.0311
H 0.6212 1.9934 0.1013
H 1.2457 0.1724 -1.7867
H 1.7752 -0.7184 -0.2524
H -0.2420 -2.4090 -0.0392
H -1.8580 -1.7424 0.5300
H -0.6444 -0.3964 2.0945
H -1.5476 0.9703 -1.2548
```

Löwdin population analysis, charges in e, atoms 1 to 6: number 1, O, carries -0.1007; number 2, C, carries -0.1825; number 3, C, carries -0.3570; number 4, C, carries -0.0870; number 5, N, carries 0.0683; number 6, C, carries -0.1458


This record from OMol25 describes an isolated molecule of C6H8. The level of theory is wB97M-V/def2-TZVPD.

Computed properties:
HOMO-LUMO gap = 10.064 eV
SMILES string = CC#CC1CC1
LUMO level = 1.140 eV

Geometry as XYZ:
```
14
C6H8 | OMol25 | wB97M-V/def2-TZVPD
C 2.8882 0.6615 -0.5290
C 1.4918 0.2216 -0.4687
C 0.4093 -0.0675 -0.0262
C -0.8180 -0.4624 0.6139
C -2.0684 0.3612 0.4544
C -1.9687 -0.9836 -0.2009
H 3.1056 1.0898 0.4471
H 3.0959 1.4081 -1.2986
H 3.5594 -0.1886 -0.6824
H -0.6555 -0.9200 1.5873
H -2.6983 0.4688 1.3318
H -1.9987 1.2449 -0.1725
H -2.5237 -1.8154 0.2190
H -1.8187 -1.0183 -1.2753
```

Löwdin population analysis, charges in e, atoms 1 to 6: number 1, C, carries -0.1136; number 2, C, carries -0.0759; number 3, C, carries -0.0207; number 4, C, carries -0.3148; number 5, C, carries -0.1181; number 6, C, carries -0.1200


This record from OMol25 describes a structure of composition C41H58AsN2PPdS2Si. The level of theory is wB97M-V/def2-TZVPD.

Computed properties:
HOMO-LUMO gap (spin up / spin down) = 6.237 / 6.669 eV
LUMO level (spin up / spin down) = -0.084 / -0.295 eV
Multiplicity = 3

Geometry as XYZ:
```
107
C41H58AsN2PPdS2Si | OMol25 | wB97M-V/def2-TZVPD
Pd -0.6025 -0.5830 -0.1060
C 4.2147 -5.6516 -1.6572
C 3.5442 -4.9688 -2.8581
C 4.6193 -4.2570 -3.6787
C 2.8744 -6.0284 -3.7436
C 2.4851 -4.0049 -2.3375
C 1.4009 -4.4777 -1.6017
C 0.4703 -3.5839 -1.1132
N 0.5409 -2.2701 -1.3056
C 1.5521 -1.7976 -2.0402
C 2.5334 -2.6362 -2.5587
C 1.5205 -0.3390 -2.3535
C 2.5294 0.3168 -3.0324
C 2.3767 1.6561 -3.3995
C 1.1636 2.2548 -3.1020
C 0.2108 1.5413 -2.3894
N 0.3994 0.2939 -1.9907
C 3.5198 2.3886 -4.0910
C 3.8552 1.6789 -5.4096
C 3.1630 3.8438 -4.3927
C 4.7448 2.3694 -3.1655
H 4.9723 -6.3561 -2.0055
H 3.4922 -6.2040 -1.0555
H 4.6999 -4.9167 -1.0126
H 5.3465 -4.9888 -4.0325
H 5.1584 -3.5173 -3.0836
H 4.1968 -3.7598 -4.5541
H 3.6273 -6.7192 -4.1272
H 2.3705 -5.5650 -4.5936
H 2.1380 -6.6118 -3.1906
H 1.2735 -5.5321 -1.3978
H -0.3755 -3.9310 -0.5349
H 3.3283 -2.2123 -3.1508
H 3.4450 -0.2032 -3.2741
H 0.9485 3.2788 -3.3683
H -0.7405 1.9766 -2.1134
H 2.9927 1.6731 -6.0783
H 4.1623 0.6452 -5.2447
H 4.6753 2.1951 -5.9124
H 2.3219 3.9182 -5.0846
H 4.0187 4.3373 -4.8558
H 2.9092 4.3899 -3.4821
H 5.0839 1.3531 -2.9615
H 4.5138 2.8446 -2.2102
H 5.5704 2.9119 -3.6301
C -7.0299 1.6618 1.8538
Si -5.2662 2.1198 2.2911
C -5.1135 3.9905 2.2897
C -4.8829 1.4598 4.0045
C -4.1421 1.3989 1.0591
C -3.5558 0.9059 0.1048
H -7.7458 2.1965 2.4829
H -7.1951 0.5904 1.9874
H -7.2422 1.9037 0.8111
H -5.7931 4.4409 3.0172
H -5.3618 4.3871 1.3032
H -4.0990 4.3150 2.5302
H -5.5420 1.9238 4.7435
H -3.8511 1.6626 4.2979
H -5.0423 0.3803 4.0489
S 1.5781 0.1922 1.1964
P -0.0006 1.4514 1.2286
S -2.7550 0.2322 -1.1961
C 0.3796 3.0187 0.3742
C 1.6887 3.4416 0.1729
C 1.9396 4.6395 -0.4807
C 0.8847 5.4167 -0.9414
C -0.4245 4.9956 -0.7445
C -0.6778 3.7992 -0.0887
C -0.2710 2.0770 2.9254
C 0.7338 2.0625 3.8866
C 0.4948 2.5788 5.1517
C -0.7490 3.1092 5.4663
C -1.7566 3.1202 4.5112
C -1.5195 2.6038 3.2459
H 2.5050 2.8166 0.5162
H 2.9613 4.9682 -0.6293
H 1.0817 6.3507 -1.4529
H -1.2497 5.5955 -1.1067
H -1.6995 3.4542 0.0418
H 1.6974 1.6343 3.6380
H 1.2825 2.5634 5.8944
H -0.9350 3.5089 6.4550
H -2.7322 3.5228 4.7551
H -2.3137 2.5855 2.5072
C 0.2813 -3.7858 2.3925
C -1.2191 -3.7599 2.1081
As -1.8786 -1.9896 1.5668
C -2.2907 -1.1672 3.2866
C -1.0999 -1.0568 4.2287
C -3.6762 -2.4394 0.9436
C -4.4558 -3.4162 1.8149
H 0.6485 -4.8110 2.4758
H 0.5169 -3.2761 3.3251
H 0.8489 -3.2848 1.6060
H -1.7961 -4.0698 2.9821
H -1.4788 -4.4574 1.3080
H -3.1002 -1.7285 3.7572
H -2.6818 -0.1842 3.0133
H -0.8295 -2.0293 4.6427
H -1.3307 -0.3952 5.0660
H -0.2212 -0.6644 3.7200
H -3.5626 -2.8187 -0.0733
H -4.1913 -1.4821 0.8549
H -4.0010 -4.4079 1.8269
H -5.4731 -3.5300 1.4359
H -4.5343 -3.0729 2.8476
```

Löwdin population analysis, charges in e, atoms 1 to 6: number 1, Pd, carries 0.2589; number 2, C, carries -0.0396; number 3, C, carries -0.5586; number 4, C, carries -0.0645; number 5, C, carries -0.0421; number 6, C, carries -0.1473


This record from OMol25 describes a structure of composition C40H36BrN4O3PPd. The level of theory is wB97M-V/def2-TZVPD.

Computed properties:
HOMO-LUMO gap (spin up / spin down) = 4.016 / 5.177 eV
LUMO level (spin up / spin down) = -6.171 / -7.354 eV
Multiplicity = 5
Net charge = +2

Geometry as XYZ:
```
86
C40H36BrN4O3PPd | OMol25 | wB97M-V/def2-TZVPD
Pd -0.9075 0.5330 0.0595
Br -2.4569 0.4743 7.4386
C -1.6967 0.2845 5.7394
C -1.1101 -0.9534 5.3878
C -0.5313 -1.0768 4.1582
C -0.5372 -0.0210 3.2047
O 0.0643 -0.1429 2.0675
C -1.2227 1.2261 3.5560
C -1.3584 2.3127 2.6718
N -1.1306 2.3111 1.3523
C -1.0863 3.4959 0.6544
C -0.6938 4.7093 1.2074
C -0.7160 5.8818 0.4455
C -1.1512 5.8747 -0.8554
C -1.5636 4.6640 -1.4530
C -2.0700 4.5815 -2.7648
C -2.4975 3.3710 -3.2441
C -2.3817 2.2375 -2.4344
N -1.8758 2.2704 -1.2186
C -1.4903 3.4624 -0.7074
C -1.7333 1.3496 4.8492
H -1.1132 -1.7778 6.0855
H -0.0594 -2.0052 3.8774
H -1.7425 3.2311 3.1067
H -0.3356 4.7358 2.2278
H -0.3864 6.8094 0.8941
H -1.1944 6.7903 -1.4303
H -2.1350 5.4786 -3.3672
H -2.9288 3.2809 -4.2310
H -2.7363 1.2806 -2.7926
H -2.1883 2.2830 5.1521
O -0.6300 -1.7973 0.1170
C 0.5145 -2.1795 0.1967
C 1.2848 -3.2035 -0.4687
C 1.0355 -4.1796 -1.4329
C 2.1082 -4.9672 -1.8054
C 3.3745 -4.7975 -1.2372
C 3.6202 -3.8278 -0.2681
C 2.5618 -3.0262 0.1009
P 2.0530 -1.6835 1.2409
C 2.4627 -2.3250 2.8678
C 3.3270 -1.6309 3.7045
C 3.7345 -2.2220 4.8919
C 3.2679 -3.4806 5.2402
C 2.3889 -4.1638 4.4064
C 1.9930 -3.5941 3.2097
C 3.0174 -0.2171 0.7897
C 4.3006 -0.4601 0.2940
C 5.0871 0.5933 -0.1390
C 4.6054 1.8936 -0.0821
C 3.3409 2.1419 0.4289
C 2.5474 1.0928 0.8651
H 0.0539 -4.3237 -1.8637
H 1.9662 -5.7373 -2.5518
H 4.1814 -5.4453 -1.5536
H 4.6027 -3.7329 0.1748
H 3.6776 -0.6431 3.4305
H 4.4237 -1.6985 5.5404
H 3.5946 -3.9404 6.1632
H 2.0212 -5.1426 4.6833
H 1.3234 -4.1259 2.5419
H 4.6850 -1.4697 0.2418
H 6.0766 0.3981 -0.5295
H 5.2184 2.7110 -0.4374
H 2.9688 3.1559 0.5049
H 1.6031 1.3062 1.3351
C -3.5486 -0.9401 -1.3791
N -2.7508 -1.3123 -2.5352
C -3.1908 -2.5671 -3.1363
C -1.5303 -0.7807 -2.8330
O -0.7338 -0.2259 -2.0256
N -1.1472 -0.8713 -4.1277
C 0.2442 -0.6261 -4.4736
C -2.0896 -0.8433 -5.2388
H -4.5965 -0.9464 -1.6806
H -3.3098 0.0638 -1.0372
H -3.4247 -1.6471 -0.5576
H -3.3303 -3.3087 -2.3457
H -2.4532 -2.9482 -3.8344
H -4.1444 -2.4458 -3.6533
H 0.8786 -0.8511 -3.6215
H 0.4105 0.4138 -4.7661
H 0.5166 -1.2701 -5.3092
H -3.0935 -0.6240 -4.8847
H -2.1060 -1.7864 -5.7879
H -1.7892 -0.0555 -5.9316
```

Löwdin population analysis, charges in e, atoms 1 to 6: number 1, Pd, carries 1.1034; number 2, Br, carries 0.8887; number 3, C, carries -0.6461; number 4, C, carries -0.1137; number 5, C, carries 0.0140; number 6, C, carries -0.2933


Sequential electronic energy output: -1319.9338, -229.8139, -429.5606, -4036.5665, -337.8523, -922.7703, -361.7131, -233.3244, -5497.5676, -5033.2318 Eh
Sequential F_max output: 0.096, 0.076, 0.066, 0.067, 0.105, 0.061, 0.006, 0.013, 0.008, 0.027 Eh/bohr